A molecular structure, C8H13CrNP at a distorted geometry, computed with ωB97M-V with the def2-TZVPD basis set.

Last column: natural (NBO) charge in e.
Atoms and positions in Å:
1 C 0.99465 0.49574 -2.86322  -0.4920
2 H 1.12675 -3.36990 -1.19215  0.0206
3 N -0.02733 0.01222 0.67392  -0.4330
4 C -0.51450 -0.22942 3.24010  -0.5139
5 C 0.54617 0.42351 4.15232  -0.5914
6 H -0.79772 -0.51484 -3.93703  0.2320
7 H -2.31559 1.37332 -2.72777  0.2119
8 Cr 0.17592 -0.63141 -1.18853  0.5867
9 C -1.23079 1.34497 -2.70529  -0.2714
10 H 1.83204 0.04073 -3.39904  0.2375
11 H -0.65451 3.03492 -1.36725  0.2131
12 H 1.54148 -0.01559 3.98718  0.2201
13 C -0.48030 0.18935 -3.16658  -0.4790
14 C 0.98614 1.78727 -2.20631  -0.2761
15 H -1.14374 -3.31110 -1.34315  0.0239
16 P -0.03268 -2.72443 -0.67885  0.1492
17 C -0.34793 2.26739 -2.08061  -0.3238
18 H -1.51149 0.18287 3.45901  0.2550
19 H 0.59423 1.51324 4.02156  0.2225
20 H -0.52806 -1.31805 3.40232  0.2493
21 H 1.90192 2.25333 -1.83178  0.2151
22 H 0.26688 0.22529 5.21056  0.2186
23 C -0.24707 -0.01114 1.83328  0.3787
24 H -0.13448 -3.01827 0.70732  -0.0536

Force components x, y, z for each atom (eV/Å):
-2.389 1.076 -1.223
-0.516 -0.606 0.559
-0.751 -1.053 3.612
0.112 0.283 0.556
-0.135 -0.169 0.696
0.010 0.205 0.358
0.170 0.247 0.029
0.278 3.436 -0.252
1.225 -1.314 0.457
-0.277 0.103 0.398
0.091 0.101 -0.637
-0.356 0.226 -0.045
1.868 1.626 -0.491
-0.013 -1.657 -0.042
0.386 -0.564 0.584
-0.100 0.233 -0.560
-0.098 -1.189 0.268
0.260 -0.237 -0.019
0.000 -0.378 -0.091
-0.152 0.325 0.032
-0.495 -0.026 -0.059
0.200 0.131 -0.656
0.717 0.212 -3.388
-0.033 -1.011 -0.087

As for the expectation value of S²: 3.8794. The calculation puts the HOMO-LUMO gap (spin up / spin down) at 6.897 / 5.381 eV. As for the spin multiplicity: 4. As for the HOMO energy (spin up / spin down): -6.6 / -5.1 eV. For the LUMO energy (spin up / spin down), the calculation gives 0.3 / 0.3 eV. The value obtained for the energy relative to the best compared isomer or geometry (same formula, charge and spin) is 0.00 kcal/mol.